## i
# C35H81N3O11

A cluster of 7 separate species, C35H81N3O11 in total (ωB97M-V/def2-TZVPD, OMol25).

Last column: Mulliken charge in e.
Geometry (Å):
C1 -4.18 -5.23 -0.37  -1.93
C2 -5.07 -4.08 0.12  1.91
C3 -6.46 -4.66 0.55  -1.40
C4 -7.29 -3.57 1.36  -0.62
C5 -6.44 -3.14 2.52  -1.40
C6 -4.93 -2.70 2.24  1.86
N1 -4.34 -3.70 1.37  0.01
O1 -3.05 -3.22 1.12  -0.18
C7 -5.00 -1.27 1.77  -0.95
C8 -4.22 -2.80 3.62  -1.83
C9 -5.34 -3.02 -0.97  -1.30
H1 -4.73 -5.80 -1.15  0.44
H2 -4.04 -5.86 0.46  0.53
H3 -3.26 -4.85 -0.78  0.25
H4 -7.00 -5.11 -0.28  0.42
H5 -6.29 -5.50 1.28  0.36
H6 -8.22 -4.04 1.63  0.46
H7 -7.54 -2.73 0.70  0.28
H8 -6.27 -4.03 3.13  0.42
H9 -6.85 -2.35 3.12  0.42
H10 -5.87 -1.10 1.10  0.32
H11 -5.14 -0.55 2.61  0.47
H12 -4.14 -0.91 1.23  -0.35
H13 -4.22 -3.84 4.05  0.39
H14 -3.17 -2.65 3.53  0.34
H15 -4.69 -2.07 4.30  0.39
H16 -4.51 -2.30 -1.11  0.02
H17 -6.23 -2.37 -0.96  0.26
H18 -5.32 -3.53 -1.91  0.52
H19 -3.04 -2.49 0.45  0.14
C10 8.24 -0.54 0.33  -1.94
C11 7.23 0.23 -0.49  1.60
C12 6.92 -0.59 -1.78  -1.26
C13 5.56 -0.30 -2.29  -0.70
C14 4.42 -0.49 -1.30  -0.35
C15 4.65 0.32 -0.04  2.32
N2 5.99 0.14 0.38  0.25
O2 6.21 1.06 1.47  -0.55
C16 4.30 1.83 -0.41  -1.68
C17 3.75 -0.12 1.09  -1.60
C18 7.67 1.63 -0.84  -1.87
H20 9.17 -0.69 -0.19  0.44
H21 7.82 -1.54 0.55  0.42
H22 8.50 -0.08 1.31  0.32
H23 7.61 -0.18 -2.48  0.48
H24 7.10 -1.66 -1.61  0.35
H25 5.33 -0.94 -3.20  0.30
H26 5.55 0.71 -2.70  0.42
H27 4.45 -1.54 -0.92  0.52
H28 3.38 -0.38 -1.63  -0.66
H29 3.27 1.87 -0.71  0.10
H30 4.50 2.37 0.47  0.61
H31 4.86 2.11 -1.30  0.31
H32 3.86 0.51 2.00  0.72
H33 2.69 0.16 0.84  -0.38
H34 3.86 -1.20 1.33  0.44
H35 7.06 2.17 -1.51  0.38
H36 8.73 1.61 -1.18  0.47
H37 7.69 2.19 0.07  0.41
H38 6.15 0.52 2.27  0.35
C19 -0.46 1.53 -4.95  -1.86
C20 -0.05 1.62 -3.47  1.54
C21 0.57 3.06 -3.14  -0.66
C22 -0.53 4.06 -2.98  -1.03
C23 -1.53 3.51 -1.88  -1.00
C24 -2.19 2.21 -2.38  2.32
N3 -1.09 1.28 -2.55  1.64
O3 -1.55 -0.04 -2.90  -0.67
C25 -3.08 1.65 -1.35  -2.42
C26 -3.10 2.39 -3.61  -1.85
C27 1.09 0.66 -3.23  -1.74
H39 -1.09 2.32 -5.26  0.41
H40 -1.07 0.66 -5.17  0.32
H41 0.47 1.46 -5.57  0.37
H42 1.15 3.07 -2.21  -0.25
H43 1.37 3.28 -3.86  0.64
H44 -1.04 4.26 -3.91  0.38
H45 -0.10 5.01 -2.63  0.57
H46 -2.30 4.30 -1.64  0.47
H47 -0.98 3.32 -0.97  -0.30
H48 -3.47 0.66 -1.63  0.50
H49 -2.59 1.54 -0.43  -0.09
H50 -3.89 2.37 -1.21  0.79
H51 -2.87 3.19 -4.35  0.24
H52 -3.17 1.39 -4.11  0.32
H53 -4.12 2.54 -3.25  0.48
H54 0.75 -0.35 -3.47  0.47
H55 1.25 0.70 -2.15  -0.10
H56 2.00 0.95 -3.78  0.49
H57 -1.72 -0.42 -2.00  0.08
C28 1.42 -3.07 -1.43  0.14
C29 0.30 -4.18 -1.38  -1.12
O4 -0.79 -3.79 -0.61  -0.25
O5 1.87 -2.86 -0.08  -0.66
H58 0.99 -2.17 -1.89  -0.15
H59 2.20 -3.37 -2.06  0.67
H60 0.66 -5.15 -1.05  0.46
H61 0.02 -4.32 -2.43  0.30
H62 -0.92 -4.46 0.11  0.23
H63 2.42 -2.08 -0.13  0.09
C30 0.64 4.53 1.03  0.01
C31 1.08 5.70 1.91  -0.90
O6 0.15 5.93 2.96  -0.58
O7 0.75 3.41 1.92  -0.35
H64 1.29 4.41 0.16  0.11
H65 -0.34 4.68 0.75  0.39
H66 1.12 6.56 1.22  0.39
H67 2.07 5.66 2.33  0.36
H68 0.09 5.12 3.51  0.33
H69 0.46 2.62 1.47  0.47
C32 1.06 2.23 5.58  -0.56
C33 0.15 1.05 5.75  -0.36
O8 -0.88 0.89 4.73  -0.45
O9 1.84 2.22 4.44  -0.39
H70 1.82 2.10 6.37  0.31
H71 0.49 3.19 5.81  0.30
H72 -0.28 1.14 6.80  0.28
H73 0.69 0.10 5.81  0.30
H74 -0.98 1.75 4.28  0.28
H75 1.51 2.73 3.66  0.33
C34 -0.05 0.05 1.27  0.74
C35 -1.41 -0.50 1.10  -0.96
O10 -1.71 -1.15 -0.20  -0.45
O11 0.09 1.24 0.46  -0.16
H76 0.72 -0.69 0.97  -0.17
H77 0.03 0.31 2.37  0.34
H78 -2.12 0.37 1.25  0.14
H79 -1.55 -1.27 1.85  0.29
H80 -1.03 -1.84 -0.32  0.03
H81 -0.22 1.07 -0.50  -0.29

Calculated values
Structure (SMILES): CC1(C)CCCC(C)(C)N1O.CC1(C)CCCC(C)(C)N1O.CC1(C)CCCC(C)(C)N1O.OCCO.OCCO.OCCO.OCCO
Orbital gap: 9.11 eV
E_LUMO: 0.5933 eV
2S+1: 1

---

## ii
# C35H81N3O11

A cluster of 7 separate species, C35H81N3O11 in total (ωB97M-V/def2-TZVPD, OMol25).

Last column: Mulliken charge in e.
Geometry (Å):
C1 -8.28 -2.62 -1.70  -0.44
C2 -8.56 -1.64 -2.96  -0.38
O1 -7.81 -0.46 -3.01  -0.49
O2 -6.87 -2.83 -1.38  -0.47
H1 -8.70 -3.63 -1.72  0.31
H2 -8.72 -2.09 -0.86  0.26
H3 -9.63 -1.44 -2.91  0.34
H4 -8.40 -2.11 -3.93  0.30
H5 -8.38 0.18 -3.44  0.30
H6 -6.47 -1.96 -1.43  0.27
C3 -4.82 -3.07 4.94  -0.61
C4 -5.06 -1.57 4.77  0.16
O3 -4.56 -0.98 5.90  -0.53
O4 -5.55 -3.53 6.06  -0.54
H7 -3.74 -3.15 4.85  0.29
H8 -5.36 -3.49 4.10  0.39
H9 -6.12 -1.35 4.68  0.40
H10 -4.69 -1.23 3.80  -0.14
H11 -4.48 -1.63 6.60  0.36
H12 -5.84 -4.42 5.85  0.33
C5 -3.28 3.20 -2.63  -0.13
C6 -4.43 3.43 -1.76  -0.48
O5 -4.44 4.75 -1.22  -0.55
O6 -3.45 4.01 -3.86  -0.56
H13 -3.30 2.12 -2.78  0.11
H14 -2.29 3.40 -2.22  0.27
H15 -4.58 2.62 -1.05  0.32
H16 -5.29 3.35 -2.43  0.38
H17 -5.22 4.67 -0.66  0.30
H18 -2.76 4.67 -3.85  0.33
C7 -3.71 2.67 6.12  -0.41
C8 -2.20 2.23 5.96  -0.38
O7 -1.78 2.69 4.63  -0.49
O8 -4.58 2.04 5.21  -0.51
H19 -3.77 3.76 6.12  0.31
H20 -3.95 2.49 7.17  0.33
H21 -2.09 1.15 5.87  0.16
H22 -1.50 2.43 6.78  0.41
H23 -2.33 2.12 4.08  0.27
H24 -4.64 1.11 5.43  0.30
C9 2.75 -1.79 -3.57  -2.05
C10 2.14 -0.50 -4.22  1.57
C11 1.95 0.61 -3.11  0.27
C12 2.65 1.98 -3.27  -0.68
C13 2.48 2.33 -4.69  -1.59
C14 3.04 1.33 -5.75  1.62
N1 3.12 -0.04 -5.20  0.58
O9 3.66 -0.99 -6.04  -0.53
C15 2.16 1.29 -7.01  -1.90
C16 4.48 1.73 -6.18  -2.00
C17 0.74 -0.67 -4.79  -2.00
H25 3.59 -1.52 -2.93  0.44
H26 3.01 -2.54 -4.31  0.49
H27 2.02 -2.28 -2.93  0.36
H28 0.90 0.80 -2.92  -0.13
H29 2.31 0.26 -2.14  -0.29
H30 3.70 1.76 -3.07  0.30
H31 2.24 2.75 -2.61  0.48
H32 3.02 3.27 -4.79  0.51
H33 1.47 2.58 -4.98  0.46
H34 2.36 2.08 -7.72  0.46
H35 2.59 0.58 -7.71  0.40
H36 1.10 1.17 -6.76  0.34
H37 5.18 1.46 -5.39  0.44
H38 4.95 1.26 -7.04  0.40
H39 4.55 2.79 -6.43  0.44
H40 0.40 0.33 -5.05  0.45
H41 0.04 -0.99 -4.02  0.43
H42 0.76 -1.27 -5.70  0.35
H43 4.54 -1.13 -5.69  0.34
C18 -2.00 1.67 1.11  -1.27
C19 -0.89 0.50 0.95  2.04
C20 -0.28 -0.10 2.26  -0.75
C21 -1.15 -1.23 2.90  -0.26
C22 -1.54 -2.28 1.87  -1.47
C23 -2.20 -1.73 0.58  1.66
N2 -1.34 -0.58 0.04  0.58
O10 -1.71 -0.14 -1.22  -0.41
C24 -2.18 -2.87 -0.46  -1.99
C25 -3.64 -1.30 0.86  -1.23
C26 0.31 1.19 0.24  -2.04
H44 -2.38 2.08 0.17  -0.23
H45 -1.77 2.64 1.56  0.42
H46 -2.73 1.17 1.74  0.26
H47 0.72 -0.52 2.13  -0.40
H48 -0.24 0.71 2.99  0.85
H49 -1.99 -0.79 3.42  -0.25
H50 -0.68 -1.76 3.73  0.51
H51 -2.20 -3.01 2.34  0.34
H52 -0.69 -2.85 1.49  0.40
H53 -2.84 -3.71 -0.25  0.50
H54 -2.47 -2.61 -1.48  0.35
H55 -1.32 -3.54 -0.41  0.40
H56 -3.76 -0.58 0.05  0.25
H57 -4.47 -1.99 0.68  0.46
H58 -3.80 -0.88 1.85  -0.21
H59 0.71 0.32 -0.28  0.34
H60 1.07 1.65 0.87  0.69
H61 0.11 1.83 -0.63  -0.05
H62 -0.89 -0.11 -1.71  0.31
C27 7.79 0.74 2.06  -1.70
C28 6.96 -0.56 2.28  1.06
C29 6.24 -0.56 3.63  -1.02
C30 4.89 0.17 3.60  -1.03
C31 3.93 -0.39 2.66  -0.74
C32 4.49 -0.52 1.16  2.09
N3 5.95 -0.80 1.22  0.33
O11 6.47 -1.01 -0.10  -0.46
C33 3.85 -1.80 0.49  -1.31
C34 4.15 0.62 0.29  -1.53
C35 7.90 -1.86 2.41  -1.79
H63 7.05 1.54 2.07  0.40
H64 8.65 0.90 2.72  0.41
H65 8.26 0.74 1.08  0.38
H66 6.28 -1.49 4.18  0.36
H67 6.82 0.13 4.24  0.41
H68 4.48 0.18 4.61  0.43
H69 5.11 1.19 3.27  0.28
H70 3.01 0.18 2.54  0.14
H71 3.62 -1.34 3.07  0.47
H72 2.80 -1.78 0.79  0.17
H73 4.37 -2.74 0.71  0.39
H74 3.93 -1.62 -0.58  0.10
H75 4.56 0.54 -0.72  0.58
H76 4.54 1.53 0.73  0.42
H77 3.12 0.99 0.24  -0.20
H78 8.69 -1.72 3.15  0.40
H79 7.24 -2.68 2.68  0.44
H80 8.22 -2.16 1.41  0.36
H81 6.57 -0.10 -0.40  0.31

Calculated values
Structure (SMILES): CC1(C)CCCC(C)(C)N1O.CC1(C)CCCC(C)(C)N1O.CC1(C)CCCC(C)(C)N1O.OCCO.OCCO.OCCO.OCCO
Orbital gap: 8.30 eV
E_LUMO: 0.4082 eV
2S+1: 1

---

Stability summary: most stable i, least stable ii.

---

## i
# C3H3NO4

An isolated molecule of C3H3NO4 (ωB97M-V/def2-TZVPD, OMol25).

Last column: Mulliken charge in e.
Geometry (Å):
C1 -1.92 -0.01 0.08  0.25
C2 1.15 -1.25 0.11  0.05
C3 0.94 1.31 -0.12  0.14
H1 -2.82 -0.24 -0.62  0.29
H2 0.54 -2.16 -0.10  0.35
H3 0.12 1.86 -0.72  0.27
N1 0.41 -0.03 -0.04  0.21
O1 -1.87 0.24 1.23  -0.39
O2 -0.81 -0.18 -0.72  -0.28
O3 2.26 -1.14 0.52  -0.44
O4 2.00 1.59 0.37  -0.45

Calculated values
Structure (SMILES): O=CON(C=O)C=O
Orbital gap: 10.98 eV
E_LUMO: 0.5136 eV
2S+1: 1

---

## ii
# C3H3NO4

An isolated molecule of C3H3NO4 (ωB97M-V/def2-TZVPD, OMol25).

Last column: Mulliken charge in e.
Geometry (Å):
C1 -0.84 -0.76 -0.02  0.40
C2 -0.11 -1.19 -1.02  -0.42
C3 -0.33 0.64 0.31  0.47
H1 -1.52 -0.33 1.71  0.37
H2 0.16 -2.09 -1.69  0.36
H3 1.76 1.37 0.77  0.40
N1 0.69 0.80 -0.62  0.30
O1 -1.58 -1.15 1.09  -0.55
O2 0.81 -0.27 -1.41  -0.30
O3 1.77 1.58 -0.31  -0.38
O4 -0.80 1.41 1.18  -0.64

Calculated values
Structure (SMILES): O=c1c(O)con1O
Orbital gap: 9.61 eV
E_LUMO: 0.1596 eV
2S+1: 1

---

## iii
# C3H3NO4

A cluster of 2 separate species, C3H3NO4 in total (ωB97M-V/def2-TZVPD, OMol25).

Last column: Mulliken charge in e.
Geometry (Å):
C1 -1.31 0.28 -0.09  0.73
C2 -0.43 1.35 0.02  -0.70
C3 0.86 0.67 0.12  0.63
H1 -2.70 -0.78 -0.08  0.34
H2 -0.67 2.38 0.24  0.37
H3 2.99 -0.17 -0.23  0.41
N1 0.66 -0.77 0.47  0.26
O1 -2.61 0.07 -0.01  -0.42
O2 1.98 1.19 -0.15  -0.57
O3 1.57 -1.45 -0.13  -0.62
O4 -0.81 -1.05 -0.15  -0.41

Calculated values
Orbital gap: 7.94 eV
E_LUMO: -1.1016 eV
2S+1: 1

---

Stability summary: most stable i, least stable iii.

---

## i
# C5H10NO2

A cluster of 2 separate species, C5H10NO2 in total (ωB97M-V/def2-TZVPD, OMol25).

Last column: Mulliken charge in e.
Geometry (Å):
C1 -2.83 -0.34 0.06  0.41
C2 1.59 -1.19 0.95  -1.16
C3 -0.28 1.68 -0.95  -1.34
C4 0.84 0.11 0.83  -0.66
C5 0.25 0.33 -0.56  0.54
N1 -0.71 -0.78 -0.53  0.12
O1 -2.86 0.68 0.62  -0.15
O2 -0.35 -1.91 -0.67  -0.32
H1 -3.23 -1.25 -0.24  0.42
H2 0.95 -2.02 0.88  0.35
H3 2.34 -1.18 0.15  0.35
H4 2.27 -1.23 1.83  0.36
H5 -0.78 2.20 -0.14  0.31
H6 -0.98 1.55 -1.83  0.36
H7 0.67 2.21 -1.46  0.36
H8 1.81 0.68 0.81  0.27
H9 0.34 0.41 1.72  0.37
H10 0.97 0.06 -1.46  0.41

Calculated values
Orbital gap: 8.37 eV
E_LUMO: -5.9028 eV
Total charge: +1
2S+1: 1

---

## ii
# C5H10NO2

A structure of composition C5H10NO2 (ωB97M-V/def2-TZVPD, OMol25).

Last column: Mulliken charge in e.
Geometry (Å):
C1 -1.12 -0.36 -1.10  -0.45
C2 -0.54 -1.18 1.54  0.30
C3 0.73 -0.04 -2.83  -0.85
C4 -0.07 0.04 3.47  -0.62
C5 0.82 0.96 -0.73  -0.14
N1 0.09 0.21 -1.51  0.15
O1 -0.96 -1.44 0.46  -0.28
O2 -0.38 -0.03 1.98  -0.19
H1 -1.89 0.42 -0.77  0.32
H2 -1.44 -1.17 -1.69  0.33
H3 1.52 0.72 -3.08  0.29
H4 -0.04 -0.10 -3.54  0.37
H5 1.16 -1.08 -2.74  0.37
H6 0.81 0.67 3.44  0.29
H7 0.05 -0.87 4.03  0.34
H8 -0.89 0.64 3.86  0.29
H9 1.68 1.46 -1.10  0.24
H10 0.47 1.15 0.31  0.25

Calculated values
Orbital gap (alpha / beta): 8.03 / 6.94 eV
E_LUMO (alpha / beta): -4.8373 / -5.1429 eV
Total charge: +1
2S+1: 1

---

Stability summary: most stable ii, least stable i.

---

## i
# C5H10NO2

The ion C5H10NO2 with charge +1 (ωB97M-V/def2-TZVPD, OMol25).

Last column: Mulliken charge in e.
Geometry (Å):
O1 -0.66 1.24 -1.19  -0.63
C1 -1.16 1.38 -0.09  0.61
O2 -2.12 2.24 0.14  -0.41
C2 -0.57 0.64 1.08  -0.54
C3 -0.71 -0.86 0.82  -0.66
C4 0.48 -1.52 0.11  -0.63
C5 2.13 -0.16 -1.10  -0.15
N1 1.00 -0.71 -1.01  -0.01
H1 -2.20 2.79 -0.62  0.36
H2 -1.01 0.93 2.05  0.32
H3 0.47 0.95 1.21  0.29
H4 -0.80 -1.41 1.74  0.39
H5 -1.64 -1.03 0.29  0.42
H6 0.06 -2.38 -0.36  0.29
H7 1.32 -1.73 0.76  0.41
H8 2.50 0.32 -2.01  0.31
H9 2.70 -0.23 -0.19  0.26
H10 0.23 -0.46 -1.64  0.37

Calculated values
Structure (SMILES): C=[NH+]CCCC(=O)O
Orbital gap: 10.04 eV
E_LUMO: -4.6950 eV
Total charge: +1
2S+1: 1

---

## ii
# C5H10NO2

A cluster of 2 separate species, C5H10NO2 in total (ωB97M-V/def2-TZVPD, OMol25).

Last column: Mulliken charge in e.
Geometry (Å):
C1 0.71 2.07 2.44  -0.20
C2 0.94 3.39 2.79  0.04
C3 0.36 1.74 1.18  0.05
C4 -1.30 -2.03 -1.83  -0.74
C5 0.65 -1.06 -0.55  -0.69
N1 -0.85 -1.11 -0.83  -0.32
O1 1.26 4.41 2.01  -0.39
O2 0.12 0.98 0.33  -0.48
H1 0.52 1.35 3.12  0.42
H2 1.26 3.68 3.83  0.35
H3 -1.09 -3.04 -1.42  0.33
H4 -2.38 -2.01 -1.96  0.36
H5 -0.76 -1.97 -2.82  0.28
H6 0.77 -2.04 -0.13  0.44
H7 1.04 -0.70 -1.48  0.35
H8 -1.02 -0.07 -0.82  0.45
H9 -1.48 -1.25 0.03  0.41
H10 0.81 4.40 1.14  0.36

Calculated values
Orbital gap (alpha / beta): 9.36 / 6.33 eV
E_LUMO (alpha / beta): -3.5744 / -4.2463 eV
Total charge: +1
2S+1: 1

---

Stability summary: most stable i, least stable ii.

---

## i
# C5H10NO2

A cluster of 2 separate species, C5H10NO2 in total (ωB97M-V/def2-TZVPD, OMol25).

Last column: Mulliken charge in e.
Geometry (Å):
C1 1.26 2.38 -1.85  0.54
C2 -1.50 -1.75 -0.16  -1.35
C3 1.41 -0.47 0.69  -0.86
C4 -0.76 -0.43 -0.50  -0.55
C5 -0.40 0.91 1.41  0.00
N1 0.06 0.08 0.55  0.23
O1 0.97 1.90 -0.89  -0.26
O2 1.53 2.89 -2.82  -0.29
H1 -2.25 -1.66 0.57  0.37
H2 -1.92 -2.12 -0.99  0.45
H3 -0.81 -2.49 0.20  0.37
H4 1.78 -0.63 -0.28  0.37
H5 2.06 0.26 1.27  0.36
H6 1.51 -1.48 1.11  0.31
H7 -1.49 0.38 -0.61  0.41
H8 -0.23 -0.43 -1.46  0.40
H9 0.15 1.18 2.36  0.24
H10 -1.37 1.49 1.40  0.27

Calculated values
Orbital gap: 11.61 eV
E_LUMO: -4.8820 eV
Total charge: +1
2S+1: 1

---

## ii
# C5H10NO2

The ion C5H10NO2 with charge +1 (ωB97M-V/def2-TZVPD, OMol25).

Last column: Mulliken charge in e.
Geometry (Å):
C1 1.34 0.41 0.57  0.29
C2 0.84 0.28 1.95  -0.24
C3 -0.58 -0.02 1.49  -0.71
C4 -0.19 -1.46 -0.51  -1.05
C5 -0.54 1.01 -2.05  -0.63
N1 -0.20 -0.11 0.04  0.66
O1 2.20 0.69 -0.14  -0.31
O2 -0.94 0.81 -0.70  -0.37
H1 1.34 -0.55 2.47  0.29
H2 1.00 1.17 2.56  0.35
H3 -1.05 -0.93 1.86  0.30
H4 -1.27 0.82 1.62  0.34
H5 -1.21 -1.83 -0.61  0.37
H6 0.29 -1.45 -1.49  0.40
H7 0.38 -2.11 0.15  0.42
H8 -1.21 1.80 -2.40  0.27
H9 -0.70 0.12 -2.67  0.31
H10 0.49 1.35 -2.13  0.31

Calculated values
Structure (SMILES): CO[N@+]1(C)CCC1=O
Orbital gap: 10.82 eV
E_LUMO: -4.0926 eV
Total charge: +1
2S+1: 1

---

Stability summary: most stable i, least stable ii.

---

## i
# C3H3Cl2F

An isolated molecule of C3H3Cl2F (ωB97M-V/def2-TZVPD, OMol25).

Last column: Mulliken charge in e.
Geometry (Å):
C1 -1.74 1.41 0.03  -0.95
C2 -0.70 0.30 -0.03  0.33
C3 0.63 0.46 0.03  0.32
H1 -2.46 1.46 -0.79  0.31
H2 -1.22 2.43 0.02  0.23
H3 -2.33 1.41 0.95  0.30
F1 1.16 1.68 -0.05  -0.22
Cl1 -1.49 -1.21 -0.02  -0.18
Cl2 1.87 -0.76 0.02  -0.15

Calculated values
Structure (SMILES): C/C(Cl)=C(\F)Cl
Orbital gap: 10.17 eV
E_LUMO: 0.8039 eV
2S+1: 1

---

## ii
# C3H3Cl2F

An isolated molecule of C3H3Cl2F (ωB97M-V/def2-TZVPD, OMol25).

Last column: Mulliken charge in e.
Geometry (Å):
C1 -0.05 -1.01 -0.42  -0.12
C2 0.98 -1.02 0.54  -0.69
C3 0.63 0.20 -0.15  0.68
H1 0.06 -1.69 -1.35  0.27
H2 2.00 -1.40 0.31  0.24
H3 0.90 -0.82 1.81  0.26
F1 1.45 0.90 -1.16  -0.31
Cl1 -1.77 -1.08 -0.22  -0.18
Cl2 0.28 1.48 0.80  -0.17

Calculated values
Structure (SMILES): F[C@]1(Cl)C[C@H]1Cl
Orbital gap: 11.04 eV
E_LUMO: 0.6413 eV
2S+1: 1

---

## iii
# C3H3Cl2F

An isolated molecule of C3H3Cl2F (ωB97M-V/def2-TZVPD, OMol25).

Last column: Mulliken charge in e.
Geometry (Å):
C1 -0.50 -0.68 0.15  -0.26
C2 -0.33 0.82 0.00  0.03
C3 0.81 -0.04 0.03  -0.17
H1 -0.78 -1.15 1.05  0.36
H2 -0.69 1.40 -0.90  0.33
H3 1.19 0.00 1.07  0.33
F1 -0.48 1.61 1.10  -0.28
Cl1 -1.17 -1.65 -1.22  -0.18
Cl2 1.94 -0.31 -1.28  -0.16

Calculated values
Structure (SMILES): F[C@@H]1[C@@H](Cl)[C@H]1Cl
Orbital gap: 11.21 eV
E_LUMO: 0.6944 eV
2S+1: 1

---

Stability summary: most stable i, least stable ii.